1.
19
Properties=species:S:1:pos:R:3:forces:R:3:nbo_charge:R:1 method="wB97M-V/def2-TZVPD" smiles="C=C/C(C)=C/C.O" de_lowest_kj_mol=193.38 e_homo_ev=-8.388 total_charge=0
C -0.798 2.401 0.700 0.790 -1.824 -1.298 -0.3704
C -0.411 1.571 -0.298 -0.752 2.051 1.114 -0.2205
C 0.346 0.350 -0.090 0.697 -1.853 0.221 -0.0714
C 1.374 0.046 -1.180 0.016 0.014 0.636 -0.6456
C 0.292 -0.440 1.015 -0.308 0.774 -1.059 -0.1550
C 0.969 -1.787 1.189 -0.220 1.667 0.198 -0.6466
H -0.780 1.906 1.662 0.176 1.081 0.558 0.1908
H -0.989 3.434 0.461 -0.778 0.009 0.466 0.2120
H -0.623 1.938 -1.297 0.651 -0.223 -0.295 0.2060
H 2.300 -0.239 -0.686 0.133 -0.175 0.014 0.2148
H 1.639 0.958 -1.714 -0.351 -0.169 -0.384 0.2214
H 1.101 -0.789 -1.827 -0.081 0.279 -0.285 0.2194
H -0.298 -0.053 1.839 -0.292 -0.431 0.020 0.1899
H 1.799 -1.849 0.501 0.214 -0.373 -0.129 0.2127
H 0.239 -2.568 0.987 0.143 -0.253 0.208 0.2223
H 1.346 -1.804 2.213 -0.035 -0.565 -0.044 0.2192
O -2.751 -0.754 -1.255 -0.512 0.339 -0.246 -0.9392
H -2.939 -1.680 -1.112 0.042 -0.321 0.069 0.4663
H -1.817 -0.639 -1.104 0.466 -0.026 0.238 0.4739

---

2.
191
Properties=species:S:1:pos:R:3:forces:R:3:mulliken_charge:R:1 method="wB97M-V/def2-TZVPD" e_homo_ev=-6.691 total_charge=-1
As 0.406 0.005 0.161 -0.425 1.291 -1.513 2.0414
F 1.463 0.971 -0.982 -1.288 -1.445 1.586 -0.1952
F -0.934 0.052 -1.078 1.585 -0.393 2.130 -0.6975
F -0.573 -0.985 1.280 0.359 1.565 -1.934 -0.2902
F 1.746 -0.113 1.256 -0.282 0.200 -0.557 -0.8601
F -0.088 1.604 0.912 0.320 -2.861 -0.938 -0.4547
F 0.922 -1.591 -0.481 -0.492 1.805 -0.564 -0.7932
C 0.880 -6.118 -1.697 1.274 -1.186 -0.534 0.7035
O 2.075 -6.031 -1.972 0.258 1.112 0.314 -0.7076
N 0.076 -6.922 -2.369 -1.101 -1.069 -1.221 -0.4026
N 0.208 -5.552 -0.718 -0.046 2.197 2.850 -0.0252
H 0.501 -7.436 -3.127 -0.545 -0.350 0.348 0.2718
H -0.684 -7.195 -1.762 -0.324 -0.936 -1.207 0.1638
H 0.709 -5.028 -0.014 0.010 -0.079 -0.090 0.1804
H -0.778 -5.689 -0.546 0.214 0.106 -0.397 -0.0320
C 2.603 1.308 -4.305 -1.050 -2.318 2.881 0.5305
O 2.608 2.401 -3.828 -0.368 4.071 1.289 -0.7477
N 2.965 0.958 -5.448 2.688 0.006 -7.796 -0.2897
N 2.226 0.255 -3.622 -1.155 -1.631 3.597 0.6069
H 3.108 -0.002 -5.727 -0.146 0.142 0.164 0.1410
H 3.283 1.687 -6.071 -0.055 -0.263 -0.146 0.3223
H 2.290 0.454 -2.633 -0.572 -0.554 0.101 -0.5148
H 2.347 -0.702 -3.921 0.273 0.077 -0.206 0.0460
C -0.746 3.343 5.621 2.311 -0.539 1.155 0.7926
O -0.654 2.302 6.165 0.311 -5.756 0.078 -0.5292
N -0.015 3.877 4.670 2.608 0.203 -4.573 -0.1879
N -1.371 4.259 6.212 -4.857 7.193 2.589 -0.4451
H 0.492 3.303 4.011 -0.029 -0.044 0.317 -0.1124
H 0.313 4.832 4.711 -0.231 -0.322 0.028 0.2361
H -1.357 5.148 5.733 -0.552 0.063 0.468 0.1084
H -1.872 4.253 7.088 0.411 -0.746 -0.308 0.2335
C 2.700 -3.084 -3.767 -0.247 -3.503 3.983 0.6421
O 3.170 -2.316 -4.512 2.597 4.724 -3.753 -0.8133
N 3.126 -3.357 -2.544 2.699 1.615 3.053 -0.0444
N 1.751 -3.893 -4.051 -3.188 -1.308 -2.785 -0.2813
H 3.918 -2.805 -2.248 -0.177 -0.187 0.246 0.0229
H 2.784 -4.086 -1.934 -0.005 -0.278 -0.488 0.1162
H 1.507 -3.681 -5.008 -1.430 -1.024 0.089 0.1633
H 1.365 -4.522 -3.360 -0.134 -0.012 -0.870 0.0673
C 1.047 -0.467 4.526 -2.198 -0.995 4.472 -0.2882
O 0.867 -0.476 5.764 0.093 -0.201 -0.884 -0.8082
N 0.155 -0.928 3.678 -2.184 -1.429 -1.343 1.0009
N 2.089 -0.001 3.962 4.216 1.919 -1.729 0.7592
H -0.572 -1.538 4.023 -0.076 0.314 0.006 0.1903
H 0.274 -0.841 2.679 0.004 -0.219 1.125 -1.0757
H 2.183 -0.109 2.962 0.565 0.239 0.624 -0.0862
H 2.822 0.347 4.564 0.005 0.138 -0.280 0.2205
C 5.582 2.285 4.764 -1.748 4.485 0.448 0.4417
O 5.578 3.456 5.220 0.483 -1.665 -1.509 -0.7222
N 5.831 1.243 5.465 2.457 -3.846 3.957 -0.2119
N 5.098 1.857 3.603 -0.855 0.905 -2.544 0.0008
H 5.795 0.331 5.033 0.289 0.158 0.499 0.1456
H 6.424 1.356 6.276 -0.442 -0.147 0.104 0.2477
H 4.779 2.548 2.939 -0.005 -0.621 0.099 -0.0410
H 5.122 0.859 3.450 -0.201 0.636 -1.010 0.0040
C -2.189 4.547 0.391 -0.969 3.371 -1.775 0.0020
O -2.154 5.626 -0.206 0.050 -1.544 -0.840 -0.7041
N -2.045 4.598 1.686 0.838 -0.065 5.529 0.0076
N -2.506 3.307 -0.023 -0.008 -0.830 -0.877 1.1540
H -2.268 3.855 2.332 0.167 -0.311 -0.450 -0.0094
H -1.845 5.459 2.174 -0.239 0.104 -0.794 0.2258
H -2.784 2.707 0.740 0.734 -0.767 -0.371 -0.0331
H -2.289 3.024 -0.968 -0.228 0.005 -0.039 -0.2254
C 2.032 -3.487 1.556 0.135 0.336 -0.192 -0.2651
O 2.641 -3.485 2.579 1.671 -0.376 2.366 -0.6615
N 2.557 -3.548 0.357 2.033 -0.463 -3.245 0.1584
N 0.723 -3.428 1.497 -2.790 -0.293 1.132 -0.2818
H 3.528 -3.805 0.259 -0.155 0.428 0.149 0.1715
H 2.149 -2.895 -0.297 0.454 -0.287 -0.315 0.3824
H 0.376 -3.222 2.423 -0.861 0.305 -0.339 0.1125
H 0.296 -3.105 0.641 -0.321 0.100 0.575 0.2337
C 2.788 1.934 7.438 1.058 -0.182 2.550 0.4583
O 3.779 2.371 8.077 -1.511 -0.248 -1.796 -0.7544
N 1.861 1.175 8.038 -1.395 -1.183 1.821 -0.2174
N 2.454 2.073 6.150 1.623 1.276 -1.688 0.0929
H 1.851 1.040 9.039 0.467 0.173 -0.371 0.2127
H 1.153 0.671 7.524 0.152 0.142 -0.252 0.2218
H 3.061 2.700 5.641 -0.233 -0.028 -0.270 0.1523
H 1.567 1.756 5.787 0.034 0.192 0.318 -0.3746
C -1.109 2.888 -3.406 -1.312 3.045 0.899 -0.2864
O -2.246 3.099 -2.981 -1.566 0.026 -0.952 -0.8871
N -0.344 2.045 -2.822 2.444 -3.174 1.272 2.5236
N -0.457 3.662 -4.260 0.384 2.037 -2.902 -0.0047
H -0.785 1.410 -2.171 0.671 0.505 0.103 -0.9068
H 0.593 2.403 -2.706 0.356 -0.856 0.254 -0.6518
H -0.851 4.493 -4.677 -0.482 -0.212 0.604 0.2932
H 0.523 3.591 -4.493 -0.046 -0.599 0.526 -0.0073
C -3.116 -6.692 0.623 -4.689 2.645 -2.222 0.7027
O -4.193 -6.850 0.065 -0.855 -0.680 -0.249 -0.8173
N -2.687 -5.553 1.065 1.062 2.344 1.066 0.0383
N -2.228 -7.588 0.734 3.036 -4.927 0.134 -0.3096
H -3.205 -4.706 0.882 0.596 0.338 0.284 -0.0333
H -1.746 -5.746 1.376 -0.124 2.564 0.559 -0.0554
H -2.706 -8.474 0.655 1.115 -0.679 0.386 0.2997
H -1.491 -7.328 1.373 0.120 -1.641 0.084 0.2010
C 1.067 5.906 -2.190 -3.834 -0.404 1.226 0.6785
O 0.006 6.077 -1.607 0.070 0.585 0.822 -0.6220
N 1.420 6.522 -3.258 0.892 3.882 -4.814 -0.2557
N 1.840 4.889 -2.008 3.106 -4.392 1.676 0.3964
H 2.263 6.267 -3.751 0.020 0.367 0.202 0.1206
H 0.884 7.300 -3.616 0.090 -0.218 0.392 0.2442
H 1.691 4.261 -1.231 0.011 0.309 -0.103 -0.5605
H 2.721 4.843 -2.500 -0.089 0.012 0.383 0.0581
C -5.161 -3.247 -0.995 -2.017 -4.739 -0.823 0.3875
O -4.157 -2.821 -0.539 3.833 2.171 1.291 -0.8701
N -5.397 -4.581 -1.107 0.143 -2.070 -0.462 -0.2545
N -6.242 -2.626 -1.355 -1.838 2.102 -0.499 -0.3114
H -6.117 -4.922 -1.727 0.063 0.293 0.116 0.1635
H -4.771 -5.349 -0.908 0.480 0.358 0.520 0.0016
H -6.072 -1.684 -1.678 -0.666 0.571 -0.564 0.3396
H -6.854 -3.291 -1.805 -0.463 1.303 -0.262 0.2164
C 5.589 -0.005 -0.253 -1.399 -1.452 2.427 0.6717
O 5.514 0.020 0.953 0.685 -0.056 1.500 -0.6413
N 5.564 -1.049 -1.034 0.236 -3.962 -1.349 -0.3656
N 5.506 1.000 -1.037 0.116 6.909 -2.177 -0.3538
H 5.639 -1.983 -0.656 0.067 0.201 -0.528 0.2003
H 5.621 -0.746 -1.996 0.284 -1.786 -0.010 0.1378
H 5.163 0.949 -1.986 0.090 0.215 0.416 0.0977
H 5.538 1.916 -0.611 -0.243 -0.031 -0.260 0.2037
C -4.459 0.290 -2.843 -2.560 0.591 -1.513 0.3356
O -5.600 -0.135 -2.753 -1.939 -0.981 -0.032 -0.8909
N -3.464 -0.215 -2.263 4.644 -2.740 3.412 0.8512
N -4.101 1.257 -3.671 -0.993 2.013 -2.321 -0.0518
H -3.550 -1.069 -1.731 0.026 0.098 0.265 -0.3650
H -2.540 0.162 -2.422 -0.302 -0.365 0.028 -0.2189
H -3.479 1.949 -3.279 0.496 0.559 -0.292 0.1642
H -4.908 1.617 -4.160 0.123 0.395 0.135 0.2987
C -3.559 1.008 2.959 -1.279 2.033 3.110 0.4069
O -3.207 2.035 2.435 0.427 1.929 -3.259 -0.8502
N -4.750 0.788 3.461 -5.358 -0.806 0.042 -0.3098
N -2.739 0.348 3.687 4.846 -2.449 0.863 -0.0983
H -4.784 0.226 4.300 -0.333 0.223 -0.458 0.1413
H -5.554 1.382 3.322 0.323 -0.176 -0.535 0.2443
H -3.035 -0.413 4.282 0.783 0.169 -0.089 0.2107
H -1.913 0.919 3.792 0.636 -1.144 0.616 -0.2886
C 4.990 5.255 -4.119 -1.781 -0.226 1.511 0.7135
O 4.191 6.091 -3.716 -0.716 -0.061 -0.065 -0.7443
N 6.170 5.586 -4.542 3.048 0.615 -1.351 -0.4166
N 4.799 3.924 -4.092 -0.458 -1.342 0.004 -0.1556
H 6.457 6.551 -4.469 0.171 -0.422 -0.308 0.2824
H 6.665 4.829 -4.992 0.642 0.931 -0.010 0.1586
H 3.907 3.511 -3.857 -0.326 0.083 -0.066 0.0897
H 5.534 3.243 -4.216 0.041 0.500 -0.028 0.2409
C 2.357 4.327 1.125 4.978 0.894 0.590 0.5268
O 3.006 5.411 1.212 -1.826 -2.880 -0.343 -0.7670
N 2.938 3.050 1.165 0.995 1.085 0.379 0.6601
N 1.094 4.121 0.930 -3.146 1.469 -0.254 0.5925
H 3.940 2.995 1.284 -0.495 -0.383 -0.172 0.0576
H 2.311 2.275 1.004 0.962 -0.182 -0.031 -0.6364
H 0.560 4.961 0.756 -0.766 -0.262 0.067 0.0292
H 0.721 3.238 1.247 -0.633 0.665 -0.407 -0.5409
C -6.128 3.487 -0.023 -0.308 2.623 -2.864 0.4717
O -7.073 4.196 -0.219 -3.321 0.866 -0.137 -0.7485
N -5.208 3.289 -0.927 1.752 -1.267 -3.455 0.1106
N -5.718 3.043 1.098 0.572 -2.154 5.435 -0.1133
H -4.308 2.978 -0.590 -0.003 0.291 -1.062 0.0179
H -5.376 3.535 -1.892 0.262 0.100 0.438 0.1776
H -4.730 2.837 1.105 -0.375 -0.120 1.317 0.0350
H -6.234 3.382 1.898 0.599 -0.057 0.094 0.2254
C -1.411 -1.127 -6.210 2.221 -1.372 1.565 0.6148
O -0.854 -2.196 -5.909 -0.482 0.584 -0.006 -0.6910
N -2.242 -1.022 -7.210 -2.207 0.195 -2.602 -0.3248
N -1.177 0.021 -5.549 0.313 -0.039 0.419 -0.0359
H -2.459 -1.844 -7.755 0.081 0.304 0.124 0.2747
H -2.556 -0.113 -7.518 -0.116 -0.434 -0.066 0.1530
H -0.454 -0.090 -4.852 -0.139 0.826 0.100 -0.1874
H -1.594 0.886 -5.863 0.419 -0.030 0.612 0.1087
C -3.581 -2.725 2.633 2.300 1.772 0.775 0.2468
O -3.069 -3.083 3.660 1.592 -1.207 2.471 -0.7642
N -4.829 -2.812 2.390 -6.082 -1.794 -0.148 -0.1593
N -3.025 -1.976 1.714 2.299 1.139 -2.128 1.0655
H -5.385 -3.263 3.102 -0.188 0.000 -0.521 0.2771
H -5.207 -2.517 1.501 -0.300 -0.145 0.470 0.0584
H -2.040 -1.751 1.718 -0.685 -0.284 0.045 -0.5097
H -3.544 -2.001 0.848 0.777 0.525 -0.381 0.1480
C -4.966 -3.423 -4.830 -1.538 3.063 1.346 0.5817
O -4.920 -4.569 -5.032 -0.280 -5.395 -1.455 -0.6912
N -3.943 -2.657 -4.669 6.085 1.494 -0.394 -0.0646
N -6.012 -2.667 -4.594 -5.631 0.820 0.144 -0.2952
H -3.181 -3.070 -5.186 0.906 0.610 0.509 0.0417
H -3.983 -1.650 -4.594 0.020 -0.327 -0.202 0.1053
H -6.937 -3.038 -4.761 0.185 -0.049 0.131 0.2324
H -5.991 -1.680 -4.380 0.256 -0.190 0.087 0.1592
C 4.555 -4.739 5.058 -0.239 0.224 -0.295 0.4045
O 5.026 -5.337 5.971 1.703 -1.928 2.502 -0.6777
N 5.167 -4.512 3.907 2.318 0.669 -3.395 -0.2979
N 3.346 -4.228 5.077 -2.986 1.030 0.448 -0.2775
H 6.163 -4.595 3.762 -0.280 -0.274 0.631 0.1654
H 4.675 -4.194 3.084 -0.285 0.097 0.453 0.2462
H 3.062 -3.601 4.338 -0.343 -0.451 0.277 0.4684
H 2.658 -4.681 5.661 0.225 0.457 0.017 0.1943

---

3.
88
Properties=species:S:1:pos:R:3:forces:R:3:mulliken_charge:R:1 method="wB97M-V/def2-TZVPD" e_homo_ev=-10.994 total_charge=+1
C 4.044 -3.438 -4.224 -0.305 -0.837 0.238 -1.0334
C 4.302 -2.696 -2.785 -0.407 -0.642 0.508 -0.2002
C 4.288 -1.059 -2.835 0.864 -0.447 -0.150 -0.6928
C 2.780 -0.393 -2.556 0.885 -0.697 -3.326 0.0264
O 2.813 0.510 -1.402 -3.514 -0.576 2.297 -0.4546
C 1.531 0.627 -0.713 0.814 1.137 -2.287 -0.6184
N 0.712 1.586 -1.243 -0.362 -3.111 1.730 0.2533
C -0.533 1.588 -0.326 -1.132 2.764 -1.649 -0.8184
O -1.747 2.310 -0.836 2.936 -2.121 -1.468 -0.4422
Br 0.144 3.151 0.810 -0.216 -1.073 0.741 0.0516
C -0.688 0.098 0.302 -0.434 -0.502 2.156 1.4584
C -1.244 -1.203 -0.494 -1.567 -1.172 -5.767 -0.5922
Br -1.612 -3.025 0.389 0.811 2.486 -0.301 -0.0323
C -1.592 -1.320 -1.958 1.348 1.590 3.686 -0.1294
C -1.504 -0.066 -2.980 -1.431 -0.710 -1.951 -0.5427
Br -2.226 -3.077 -2.801 0.827 2.465 0.971 -0.1359
C -1.764 0.286 1.577 -0.794 2.745 0.078 -0.2552
Br -1.406 -0.837 3.191 -0.239 0.510 -1.206 -0.0544
C -3.349 0.293 1.069 -0.717 0.414 -0.416 -0.0796
C -4.270 -0.954 1.487 -1.988 -0.044 -0.498 -0.8375
C 0.898 -0.189 0.606 3.016 -1.156 -4.749 1.3838
C 1.563 -1.674 0.377 -0.217 -2.587 1.005 -1.5892
N 3.079 -1.714 0.663 -1.334 -0.260 -0.262 -0.1883
P 1.795 0.357 2.183 -0.828 3.725 4.278 0.0354
O 3.288 1.192 1.874 -1.443 -1.264 -0.916 -0.4764
O 1.945 -0.888 3.385 0.621 1.364 -1.338 -0.4200
H 3.179 -2.916 -4.825 1.816 -0.926 1.084 0.2507
H 3.678 -4.550 -4.009 0.786 2.409 -0.435 0.3192
H 5.021 -3.558 -4.886 -2.099 0.625 1.450 0.3000
H 5.305 -3.130 -2.310 -2.141 1.186 -1.053 0.3050
H 3.429 -3.021 -2.037 1.791 0.513 -1.572 0.1354
H 4.713 -0.757 -3.906 -1.209 -0.366 2.341 0.3825
H 5.094 -0.681 -2.062 -1.904 -0.439 -1.358 0.2231
H 1.955 -1.219 -2.533 1.527 1.509 0.433 0.1151
H 2.564 0.254 -3.536 0.223 -1.166 2.244 0.2344
H 0.853 2.265 -2.049 0.174 -1.317 1.514 0.3956
H -1.487 2.695 -1.739 -0.679 -0.649 1.832 0.4618
H -2.337 0.766 -2.780 2.081 -1.836 0.003 0.1180
H -0.442 0.370 -3.199 -1.944 -0.854 0.872 0.1524
H -1.844 -0.473 -4.055 0.828 0.740 2.442 0.3978
H -1.667 1.378 2.058 0.376 -2.534 -1.348 0.4744
H -3.905 1.266 1.490 1.693 -2.076 -0.742 0.4311
H -3.443 0.431 -0.114 0.720 -0.380 2.599 0.0720
H -5.122 -0.581 2.236 1.988 -0.910 -1.598 0.3455
H -4.870 -1.317 0.521 1.472 0.794 2.284 0.0996
H -3.793 -1.897 1.953 -0.470 1.880 -0.835 0.1812
H 1.105 -2.361 1.241 0.650 1.545 -2.164 0.5005
H 1.359 -2.163 -0.662 -0.058 1.016 1.964 0.3502
H 3.612 -1.774 -0.231 -0.563 0.094 1.123 0.0688
H 3.303 -2.550 1.265 -0.651 1.191 -1.084 0.3889
H 3.053 2.106 1.540 0.060 -1.200 0.782 0.3641
H 1.670 -0.452 4.266 0.463 -0.642 -2.172 0.3981
O -6.358 -2.963 1.094 0.080 -0.525 -0.026 -0.5986
H -5.798 -3.701 1.376 -0.117 0.290 -0.021 0.3168
H -6.510 -3.131 0.151 0.158 0.128 0.167 0.2662
O -6.626 -3.529 -1.767 -0.070 0.063 -0.584 -0.6424
H -7.468 -3.310 -2.194 0.184 0.015 0.032 0.2933
H -6.035 -3.733 -2.507 -0.121 0.244 0.126 0.3029
O -8.305 -5.072 0.213 0.209 -0.033 -0.237 -0.5693
H -8.099 -4.416 -0.471 -0.080 -0.431 0.450 0.3181
H -7.501 -5.107 0.752 -0.421 0.087 -0.135 0.3119
O -5.132 -6.209 -1.347 -0.239 0.213 -0.176 -0.6291
H -5.895 -6.795 -1.464 0.216 0.161 0.094 0.3273
H -5.487 -5.325 -1.521 -0.034 -0.473 0.295 0.3064
O 4.469 4.412 1.091 -0.099 -0.610 0.045 -0.6397
H 4.640 3.677 0.483 0.151 0.316 0.125 0.3049
H 4.977 4.183 1.884 -0.089 0.152 -0.195 0.3313
O 0.553 6.647 1.865 -0.063 -0.281 -0.495 -0.6484
H 1.130 7.113 1.242 -0.100 -0.055 0.247 0.3295
H 0.703 5.710 1.668 0.101 0.389 0.181 0.2510
O -2.374 6.320 0.407 0.071 -0.185 0.239 -0.6676
H -1.534 6.565 0.825 0.023 0.030 0.069 0.3782
H -2.706 5.596 0.959 0.026 0.293 -0.186 0.2987
O -3.347 9.375 0.827 0.345 -0.130 -0.298 -0.6327
H -2.770 9.841 0.204 -0.268 -0.053 0.301 0.2999
H -3.197 8.438 0.630 -0.060 0.029 0.003 0.3379
O -4.847 8.660 3.369 0.234 -0.366 -0.154 -0.6357
H -4.270 9.126 2.746 -0.135 0.000 0.002 0.3673
H -4.697 7.723 3.172 -0.101 0.399 0.114 0.2806
O 6.175 -2.961 1.303 -0.520 0.146 -0.137 -0.6390
H 5.290 -2.568 1.349 0.389 -0.110 -0.060 0.2129
H 6.221 -3.525 2.090 0.230 0.158 0.020 0.3603
O 6.138 -2.574 4.115 -0.163 0.356 0.027 -0.6075
H 6.709 -2.040 4.687 -0.091 -0.232 -0.212 0.3309
H 5.739 -1.928 3.513 0.255 -0.061 0.340 0.2846
O 7.962 -0.525 1.977 0.029 0.039 -0.442 -0.6387
H 8.652 -0.390 1.310 -0.192 -0.022 0.326 0.3008
H 7.372 -1.179 1.573 0.146 -0.150 0.149 0.3559